DFT (wB97M-V/def2-TZVPD) results for a 2-piece molecular cluster, C6H16S overall.

Element x y z (Å)
C -0.1296 0.8126 -2.6803
C -0.7727 0.9553 -1.2837
S -2.3802 1.8574 -1.2249
C -2.6853 1.7165 0.5241
H -0.0315 -0.3563 -2.8919
H 0.7375 1.4990 -2.9256
H -0.8882 0.9938 -3.6321
H -0.9684 -0.0065 -0.8540
H 0.0375 1.5404 -0.6853
H -2.3202 2.5057 1.1718
H -3.7630 1.8085 0.3451
H -2.3959 0.7671 0.9827
C 2.4344 -0.6153 1.7130
C 1.6877 -1.7225 0.8725
C 0.1492 -1.6498 1.0088
H 1.9371 -0.2886 2.5892
H 3.3538 -0.9958 2.0529
H 2.5617 0.1688 0.8851
H 1.9952 -1.5338 -0.2974
H 2.1514 -2.7142 1.0632
H -0.3282 -0.9883 0.3856
H -0.3389 -2.5771 0.9762
H -0.0435 -1.1769 1.9049

Properties
* lowest unoccupied orbital energy: 0.037 Eh
* SMILES string: CCSC.CCC
* HOMO level: -0.312 Eh


DFT (wB97M-V/def2-TZVPD) results for a 3-piece molecular cluster, C4H13NOS2 overall.

Element x y z (Å)
S 1.0490 -2.5076 0.6008
S 0.2611 2.6369 -0.4064
C 0.1016 0.9508 -0.5930
C -1.3699 0.4658 -0.0340
C -1.5609 0.9200 1.4008
N -1.4707 -0.9090 -0.1405
C -1.5335 -1.3933 -1.5292
H 2.1248 -3.2110 0.1915
H 0.2006 0.6647 -1.6445
H 0.8110 0.4630 0.0453
H -2.1040 0.9516 -0.6563
H -2.2507 0.2840 1.9147
H -0.5889 0.8992 1.9334
H -1.8974 1.9514 1.4024
H -0.5943 -1.2569 0.2261
H -1.5959 -2.4906 -1.5080
H -2.4654 -1.0632 -1.9690
H -0.6748 -1.0956 -2.1330
H 3.3981 0.1549 0.8773
H 2.2658 -0.6909 0.3409
O 2.7670 0.1171 0.1609

Properties
* lowest unoccupied orbital energy: -0.155 Eh
* HOMO level: -0.291 Eh


DFT (wB97M-V/def2-TZVPD) results for a 2-piece molecular cluster, C5H4FNO2S overall.

Element x y z (Å)
C -0.4095 -0.5645 0.1546
C -0.4949 0.8947 0.2036
C 0.4825 -1.3805 -0.5128
C 0.5997 1.6804 0.1260
C 2.3811 -0.1435 -1.5506
N 1.5569 -0.8385 -1.0724
O 3.6065 1.7255 0.1391
O 4.1902 -0.5904 0.5858
F 0.3817 2.9840 0.1529
S 4.3555 0.5338 -0.2625
H -1.4264 -0.9568 0.6575
H -1.4403 1.3578 0.2381
H 0.3324 -2.3833 -0.5012
H 1.5734 1.3333 0.1130

Properties
* lowest unoccupied orbital energy: -0.033 Eh
* HOMO level: -0.336 Eh


DFT (wB97M-V/def2-TZVPD) results for C8H13N4 as an isolated structure.

Element x y z (Å)
C -2.2371 1.0352 0.2758
C -2.7691 -1.0970 -0.0989
C 1.9256 1.8073 -0.2431
C 0.7605 1.0864 -1.0008
C 1.7110 0.8282 0.9735
C 1.2115 -1.2949 -0.5448
C -0.3894 -0.7075 0.5639
C 0.7995 0.0232 0.0517
N -3.4817 0.9788 -0.0106
N -3.7852 -0.3144 -0.1774
N -1.6558 -0.2367 0.2476
N -0.0371 -1.9419 -0.1308
H -1.6858 1.9175 0.4122
H -2.7389 -2.1087 -0.2473
H 2.8488 1.4687 -0.6087
H 1.8590 2.8867 0.0413
H -0.1877 1.7232 -0.9192
H 1.1687 0.8252 -1.9240
H 2.7475 0.5622 1.4264
H 1.1138 1.4210 1.6393
H 1.3216 -1.2808 -1.6879
H 2.0222 -1.8343 -0.1420
H 0.1200 -0.6380 2.4150
H -0.7178 -2.2914 -0.8620
H 0.0757 -2.8178 0.5508

Properties
* lowest unoccupied orbital energy (alpha / beta): -0.189 / -0.189 Eh
* HOMO level (alpha / beta): -0.497 / -0.497 Eh
* total charge: +1


DFT (wB97M-V/def2-TZVPD) results for a 7-piece molecular cluster, C10H34O7 overall.

Element x y z (Å)
C -4.1572 -4.0149 0.3462
C -4.4813 -2.8120 -0.5833
O -3.6185 -2.9046 -1.6319
H -3.1354 -4.1090 0.7139
H -4.2320 -4.9941 -0.1268
H -4.8380 -4.0030 1.1974
H -4.2230 -1.8587 -0.1223
H -5.5186 -2.8864 -0.9096
H -2.7197 -2.8621 -1.2972
C -2.0169 -0.2951 1.5529
C -1.1834 0.0248 0.3098
O 0.1687 0.3055 0.6694
H -3.0923 -0.4308 1.4387
H -1.8605 0.5095 2.2714
H -1.7135 -1.2113 2.0595
H -1.5961 0.8353 -0.2908
H -1.1546 -0.7615 -0.4446
H 0.7210 -0.3578 0.2491
C 1.7470 0.8245 4.3820
C 2.8614 0.2579 3.4996
O 3.2286 -1.0577 4.0128
H 0.8212 0.2996 4.1465
H 1.5003 1.8798 4.2652
H 2.2551 0.6603 5.3322
H 3.6595 0.9981 3.4417
H 2.5931 0.2191 2.4438
H 2.4768 -1.6489 3.9303
C 3.0778 1.4667 -0.5528
C 4.5412 1.5711 -0.2017
O 5.3441 0.8873 -1.1432
H 2.8440 0.4031 -0.5055
H 2.8275 1.9184 -1.5127
H 2.4390 1.9882 0.1601
H 4.8064 1.1042 0.7469
H 4.7916 2.6312 -0.1612
H 6.1913 0.7604 -0.7099
C -2.1132 4.2159 -3.3121
C -1.4065 2.8471 -3.3020
O -0.5111 2.8237 -4.2642
H -1.3861 5.0280 -3.3060
H -2.9164 4.2575 -2.5764
H -2.5238 4.2083 -4.3218
H -2.1491 2.0555 -3.4024
H -0.9074 2.8165 -2.3335
H 0.1362 2.1172 -4.2051
O -0.7855 -2.7968 -1.6200
H -0.5351 -2.2736 -2.3815
H -0.0127 -2.7839 -1.0553
O 1.5287 -1.9713 -0.2988
H 2.1293 -2.2246 -0.9998
H 2.0983 -1.6565 0.4031

Properties
* lowest unoccupied orbital energy: -0.003 Eh
* SMILES string: CCO.CCO.CCO.CCO.CCO.O.O
* HOMO level: -0.349 Eh


DFT (wB97M-V/def2-TZVPD) results for a 10-piece molecular cluster, C21H62O10 overall.

Element x y z (Å)
C -3.1543 2.8417 0.4814
C -3.6904 2.7031 -0.9290
O -5.0635 2.5359 -0.7469
H -2.0832 3.0248 0.3949
H -3.2648 1.9004 1.0198
H -3.5077 3.6714 1.0937
H -3.2987 1.7428 -1.2646
H -3.6110 3.5830 -1.5674
H -5.4501 2.1932 -1.5560
C 0.0192 3.1442 -2.4136
C 0.3983 4.3927 -3.1953
O -0.5296 5.5040 -2.9803
H 0.7863 2.3701 -2.3924
H -0.9027 2.6706 -2.7508
H -0.0976 3.3100 -1.3426
H 0.3318 4.0973 -4.2425
H 1.4443 4.6956 -3.1491
H -1.3287 5.3060 -3.4740
C -1.1480 -1.9946 -6.2744
C -1.1561 -2.0672 -4.7757
O -0.1580 -1.2548 -4.1448
H -0.2395 -2.5315 -6.5471
H -1.0747 -1.0142 -6.7452
H -2.0577 -2.2624 -6.8119
H -1.2598 -3.0777 -4.3804
H -2.0767 -1.7854 -4.2647
H -0.0036 -1.6678 -3.2920
O 2.8936 -0.7594 -1.1971
H 2.3265 -1.0038 -0.4657
H 3.5337 -0.1594 -0.8143
O 0.4093 -2.1514 -1.7307
H 0.3022 -1.9478 -0.8016
H 1.3184 -1.9220 -1.9235
C 2.8877 5.4893 3.2471
C 2.9352 4.0847 2.4572
C 1.8928 3.9922 1.3755
O 4.1780 3.8589 1.8285
H 1.8791 5.6194 3.6393
H 3.0030 6.3890 2.6427
H 3.6505 5.5293 4.0247
H 2.6735 3.3148 3.1831
H 0.9040 4.0737 1.8268
H 1.8363 2.9829 0.9677
H 1.9937 4.8336 0.6899
H 4.9311 3.8892 2.4231
C -6.8160 -1.6553 -3.3577
C -6.0689 -0.6298 -2.3929
C -4.5913 -1.1133 -1.9131
O -6.0556 0.5473 -3.1635
H -7.6601 -1.2723 -3.9311
H -6.9935 -2.5365 -2.7411
H -6.1249 -1.8410 -4.1800
H -6.7426 -0.3301 -1.5900
H -4.6234 -2.2012 -1.9727
H -4.3512 -0.7347 -0.9196
H -3.7834 -0.7021 -2.5184
H -6.9553 0.5944 -3.4949
C 3.0322 0.1385 5.1257
C 3.0595 -1.4155 4.9930
C 2.2389 -2.3467 5.9944
O 2.4556 -1.6595 3.7602
H 3.3652 0.4740 4.1436
H 3.7947 0.4897 5.8209
H 2.0733 0.4827 5.5132
H 4.1318 -1.6051 5.0396
H 2.4452 -1.9993 7.0068
H 2.3080 -3.4091 5.7608
H 1.1759 -2.1137 5.9321
H 2.5620 -2.5898 3.5483
C 3.5717 -6.0384 1.7370
C 3.6289 -4.5341 2.0157
C 3.6117 -3.6734 0.7220
O 2.4360 -4.1759 2.7074
H 2.7833 -6.1848 0.9988
H 3.3877 -6.6976 2.5854
H 4.4935 -6.4770 1.3550
H 4.4916 -4.4206 2.6722
H 3.6157 -2.5948 0.8791
H 2.8003 -3.9952 0.0692
H 4.5230 -3.8357 0.1464
H 1.6757 -4.5500 2.2562
C 0.1261 0.7559 -0.1418
C -0.0507 -0.2978 0.9018
C -1.4607 -0.9678 0.6374
O 0.9944 -1.2893 0.8010
H 0.8858 1.4583 0.2012
H -0.7319 1.4002 -0.3339
H 0.4073 0.2784 -1.0804
H -0.0584 0.1213 1.9080
H -1.5093 -1.9079 1.1870
H -1.4520 -1.0934 -0.4453
H -2.2366 -0.2879 0.9892
H 0.8180 -1.7086 1.6464

Properties
* 2S+1: 2
* lowest unoccupied orbital energy (alpha / beta): -0.098 / -0.332 Eh
* <S²>: 0.7545
* HOMO level (alpha / beta): -0.421 / -0.421 Eh
* total charge: +1


DFT (wB97M-V/def2-TZVPD) results for C23H45NO31Tl2 as an isolated structure.

Element x y z (Å)
Tl 3.6979 -1.7732 -1.0909
Tl -0.9019 -3.8024 -2.0577
N 0.6253 -0.7047 -4.0859
O 0.3956 0.3257 -4.6651
O -0.2846 -1.5257 -3.9520
O 1.6991 -0.7879 -3.4729
O 0.7738 -1.8798 -0.6862
H 0.4865 -0.9564 -0.5473
O 2.6293 -4.0323 -5.5675
C 2.6071 -3.9749 -4.2337
O 3.6207 -3.4833 -3.6963
O 1.6376 -4.3068 -3.5611
H 3.4351 -3.5117 -5.5324
O 2.6450 -6.8369 0.0881
C 2.2092 -5.5829 -0.3024
O 0.9723 -5.4302 -0.5780
O 3.1004 -4.6591 -0.4473
H 1.9252 -7.3693 -0.2583
C -3.7159 -1.4136 1.7246
O -2.8720 -0.4038 1.1497
C -2.3377 -0.5407 -0.1041
O -2.3408 -1.5096 -0.8577
O -1.8086 0.6677 -0.4292
C -1.2583 0.8510 -1.7146
H -3.4556 -2.3993 1.3390
H -4.7864 -1.2177 1.6638
H -3.4853 -1.5491 2.7813
H -1.9571 0.4536 -2.4507
H -0.3041 0.3345 -1.8192
H -0.9271 1.8774 -1.8726
C 0.1911 1.5165 2.2831
O 1.1315 2.0679 3.2667
C 1.0302 3.2966 3.6866
O 0.0324 4.0121 3.3931
O 2.0909 3.6240 4.3992
C 2.4552 4.9484 4.7833
H -0.7846 1.5876 2.7638
H 0.3334 0.4877 1.9522
H 0.0082 2.1198 1.3939
H 3.4393 4.8543 5.2425
H 1.8172 5.2892 5.5987
H 2.5696 5.7888 4.0987
C -3.6309 -5.5807 2.1085
O -2.5787 -4.8792 2.6872
C -1.6734 -4.2070 2.0874
O -1.5486 -4.0929 0.8484
O -0.9607 -3.6179 3.0187
C -0.0141 -2.7038 2.5828
H -4.1474 -4.9356 1.3977
H -4.3310 -5.8799 2.8885
H -3.2315 -6.4410 1.5714
H 0.7044 -3.1831 1.9178
H 0.3370 -2.5113 3.5966
H -0.4309 -1.8532 2.0433
C -0.4570 4.8795 -0.7830
O -1.4375 5.5704 -0.0436
C -1.4936 6.9491 -0.0133
O -0.6358 7.6762 -0.5131
O -2.5710 7.2535 0.7191
C -2.9258 8.6346 0.6412
H 0.4971 5.2783 -0.4382
H -0.6737 4.9180 -1.8505
H -0.7463 3.8763 -0.4699
H -2.5278 9.2430 1.4533
H -4.0031 8.8002 0.6316
H -2.7169 9.0580 -0.3413
C 2.8742 2.4803 -3.0961
O 3.0035 2.8348 -1.7222
C 2.6915 1.9854 -0.6982
O 2.3526 0.8329 -0.7905
O 2.6473 2.6400 0.4342
C 3.2984 3.8993 0.6967
H 1.8477 2.3915 -3.4519
H 3.2427 1.4854 -3.3461
H 3.5100 3.1344 -3.6928
H 2.9992 4.6109 -0.0728
H 4.3713 3.7178 0.7599
H 2.9491 4.3977 1.6010
C 3.1425 -4.4607 2.9480
O 3.4928 -3.2406 3.6498
C 3.4387 -2.0515 3.0235
O 3.0172 -1.9540 1.8899
O 3.9019 -1.1052 3.7901
C 3.9440 0.2738 3.2530
H 2.1968 -4.2872 2.4345
H 3.2359 -5.3034 3.6330
H 3.8620 -4.5782 2.1377
H 4.2291 1.0003 4.0139
H 3.0455 0.6552 2.7680
H 4.7361 0.4333 2.5214
C -6.0674 -2.1813 -2.3345
O -5.5610 -1.4568 -3.4515
C -4.2655 -1.4029 -3.7711
O -3.4094 -2.0771 -3.2643
O -4.1290 -0.4842 -4.7246
C -2.9439 -0.4690 -5.4782
H -7.1159 -1.8968 -2.2458
H -5.6308 -2.0088 -1.3508
H -6.1129 -3.2656 -2.4360
H -2.7988 -1.4418 -5.9479
H -2.1068 -0.1600 -4.8521
H -3.0306 0.3494 -6.1929

Properties
* lowest unoccupied orbital energy: -0.449 Eh
* HOMO level: -0.506 Eh
* total charge: +2


DFT (wB97M-V/def2-TZVPD) results for one molecule with the formula C5H9NO.

Element x y z (Å)
C 0.5000 1.2868 -1.2761
N 0.2362 0.5764 -0.0202
C 0.7059 1.4039 1.0716
O 1.2324 2.4491 0.8207
C -0.7373 -0.4151 0.1974
C -0.5331 -1.7739 -0.4420
C -0.2950 -1.5967 0.9995
H 1.1850 2.0791 -1.0887
H 0.8527 0.6406 -2.0197
H -0.5478 1.6794 -1.4766
H 0.5489 1.0006 2.0412
H -1.6273 0.0754 0.2256
H 0.2913 -1.7646 -1.2051
H -1.5202 -2.2630 -0.8814
H -1.0473 -1.8793 1.7989
H 0.7556 -1.4987 1.2549

Properties
* lowest unoccupied orbital energy: 0.036 Eh
* SMILES string: CN(C=O)C1CC1
* HOMO level: -0.331 Eh